The following is a quantum chemistry calculation of C19H24Cl2MnN3O as an isolated structure, from OMol25.

The geometry in XYZ format:
```
50
Properties=species:S:1:pos:R:3
Mn -0.4170 -0.2961 0.9362
C 2.0560 -0.9909 -0.9602
N 1.8546 -0.2580 0.2848
C 2.4900 1.0503 0.2262
C 2.3405 -1.0206 1.4419
C 1.8815 -0.3960 2.7451
C 2.7717 -0.3070 3.8082
C 2.3586 0.2191 5.0266
C 1.0488 0.6527 5.1581
C 0.1722 0.5618 4.0791
C 0.5409 0.0430 2.8334
H 3.1280 -1.1570 -1.1558
H 1.6364 -0.4159 -1.7877
H 1.5203 -1.9372 -0.9113
H 3.5755 0.9590 0.0601
H 2.3198 1.5847 1.1605
H 2.0629 1.6296 -0.5946
H 3.4394 -1.1074 1.4069
H 1.9227 -2.0277 1.3505
H 3.7965 -0.6496 3.6887
H 3.0512 0.2899 5.8574
H 0.7090 1.0624 6.1041
H -0.8471 0.9095 4.2268
Cl -0.0710 -4.3282 -1.1645
C -1.7203 -3.7473 -1.2482
C -2.6704 -4.5758 -1.7975
C -3.9995 -4.1674 -1.8998
C -4.3331 -2.8963 -1.4367
C -3.3740 -2.0778 -0.8875
Cl -3.8574 -0.4821 -0.3469
C -1.9707 -2.4202 -0.7189
N -1.0723 -1.6416 -0.2076
H -2.3673 -5.5542 -2.1516
H -4.7505 -4.8179 -2.3284
H -5.3527 -2.5347 -1.5046
C -0.4458 3.5519 -3.1321
N -0.2025 3.0531 -1.7969
C 0.2279 4.0490 -0.8350
C -0.7380 1.8887 -1.3295
C -1.2384 0.8568 -2.3022
O -0.8034 1.6862 -0.1177
H 0.4619 4.0182 -3.5217
H -1.2403 4.3061 -3.1348
H -0.7371 2.7497 -3.8002
H 1.1408 4.5287 -1.1938
H 0.4174 3.5660 0.1183
H -0.5349 4.8210 -0.6905
H -2.2822 1.0754 -2.5435
H -1.2359 -0.1125 -1.7882
H -0.6628 0.8068 -3.2253
```

Properties
- HOMO-LUMO gap (spin up / spin down): 4.82 / 5.18 eV
- Relative energy (zero: lowest compared OMol25 entry of this formula, charge and spin): 0.0 kcal/mol
- M: 436.265 g mol⁻¹
- Net charge: -1
- 2S+1: 6
- <S²>: 8.767

=====

The following is a quantum chemistry calculation of one molecule with the formula C19H24ClN5O5S2 in a non-equilibrium geometry, from OMol25.

The geometry in XYZ format:
```
56
Properties=species:S:1:pos:R:3
C -0.0326 -0.0271 3.6960
C -0.8243 -1.3071 3.4644
C -1.4691 -1.3429 2.1293
N -1.2525 -0.5322 1.1615
N -1.9573 -0.7745 0.0566
C -2.7386 -1.7971 0.1576
N -3.6112 -2.2688 -0.7706
C -3.7316 -2.0067 -2.1224
O -4.6615 -2.4845 -2.7229
C -2.6421 -1.1928 -2.7704
C -1.5090 -2.1586 -3.1661
C -0.6507 -2.5668 -1.9780
O -0.8836 -3.5928 -1.3603
N 0.3952 -1.7722 -1.6600
C 0.6164 -0.4273 -2.1530
C 2.0980 -0.0772 -2.0552
N 2.5707 -0.1542 -0.6933
S 3.3162 1.1435 0.0114
O 4.2353 0.6122 0.9739
O 3.8211 1.9757 -1.0374
C 2.0898 2.0662 0.9664
C 2.3170 2.2087 2.3175
C 1.4451 2.9701 3.0810
Cl 1.7159 3.1481 4.7722
C 0.3556 3.5838 2.4844
C 0.1335 3.4388 1.1267
C 1.0015 2.6773 0.3445
O 0.8689 2.4708 -0.9834
C -0.1600 3.1489 -1.6755
C 1.8019 -0.9990 0.1931
C 1.2794 -2.1980 -0.5840
S -2.6568 -2.5813 1.7321
H 0.7905 0.0472 2.9918
H 0.3685 -0.0179 4.7056
H -0.6709 0.8420 3.5640
H -1.6028 -1.4143 4.2249
H -0.1654 -2.1765 3.5534
H -4.2629 -2.9725 -0.4408
H -2.2803 -0.4208 -2.0952
H -3.0613 -0.7448 -3.6723
H -0.8981 -1.7147 -3.9506
H -1.9535 -3.0742 -3.5637
H 0.0324 0.2792 -1.5538
H 0.3057 -0.3444 -3.1943
H 2.6798 -0.7748 -2.6712
H 2.2859 0.9363 -2.4107
H 3.1813 1.7254 2.7440
H -0.3199 4.1783 3.0793
H -0.7208 3.9262 0.6862
H -0.0298 2.8850 -2.7234
H -0.0690 4.2323 -1.5629
H -1.1487 2.8238 -1.3369
H 2.4697 -1.3223 0.9944
H 0.9538 -0.4536 0.6327
H 0.7144 -2.8683 0.0686
H 2.1208 -2.7594 -1.0055
```

Properties
- HOMO-LUMO gap: 9.32 eV
- Relative energy (zero: lowest compared OMol25 entry of this formula, charge and spin): 2.6 kcal/mol
- M: 502.018 g mol⁻¹
- Net charge: 0
- Structure (SMILES): CCc1nnc(NC(=O)CCC(=O)N2CCN(S(=O)(=O)c3cc(Cl)ccc3OC)CC2)s1
- 2S+1: 1

=====

The following is a quantum chemistry calculation of a 3-piece molecular cluster, C19H24F5N3O4S overall in a non-equilibrium geometry, from OMol25.

The geometry in XYZ format:
```
56
Properties=species:S:1:pos:R:3
C 3.3332 -4.5675 1.3511
C 3.0507 -3.2793 2.1560
O 2.5755 -3.3732 3.2340
O 3.3051 -2.0294 1.6427
C 2.6056 -1.7867 0.4113
C 1.0539 -1.8683 0.5159
C 0.5522 -2.7250 -0.7162
C -0.9483 -2.4919 -1.1191
C -1.8312 -3.7342 -0.7464
N -2.1993 -3.5942 0.6909
C -3.6168 -3.4021 0.9088
F -4.3743 -4.4465 0.5283
F -4.0186 -2.3596 0.1292
C -3.9594 -2.9382 2.3716
F -3.0581 -2.0219 2.7765
F -4.1245 -3.9637 3.2241
S -1.5169 -4.7831 1.6533
O -0.2434 -5.1819 1.1603
O -2.3685 -5.8959 1.8865
F -1.2597 -4.0946 3.0575
H 4.2627 -4.4894 0.7664
H 2.4459 -4.7380 0.7174
H 3.3641 -5.3793 2.0909
H 2.8884 -0.7651 0.1016
H 2.9779 -2.4597 -0.3899
H 0.6835 -2.2545 1.4811
H 0.6542 -0.8227 0.4279
H 0.7932 -3.7937 -0.5791
H 1.1555 -2.3720 -1.5772
H -1.0225 -2.2647 -2.1948
H -1.3764 -1.6365 -0.5655
H -1.2797 -4.6541 -0.9854
H -2.7092 -3.7235 -1.4148
H -4.9315 -2.4153 2.2943
C -1.2029 3.5518 -1.3913
C -1.8195 2.4956 -2.0418
C -1.3013 1.2225 -1.8637
N -0.2376 0.9505 -1.1041
C 0.3398 1.9866 -0.4882
C -0.1002 3.2969 -0.5960
H -1.5769 4.5623 -1.5025
H -2.6837 2.6544 -2.6730
H -1.7542 0.3647 -2.3510
H 1.2032 1.7393 0.1220
H 0.4048 4.0949 -0.0735
C 2.2213 8.5329 -1.4031
C 0.8943 8.6399 -1.0208
C 0.2420 7.4960 -0.5899
N 0.8170 6.2930 -0.5244
C 2.0951 6.2128 -0.8992
C 2.8390 7.2948 -1.3418
H 2.7673 9.4035 -1.7448
H 0.3765 9.5889 -1.0555
H -0.7963 7.5315 -0.2775
H 2.5353 5.2224 -0.8380
H 3.8737 7.1704 -1.6311
```

Properties
- HOMO-LUMO gap: 10.41 eV
- M: 485.475 g mol⁻¹
- Net charge: 0
- Structure (SMILES): CC(=O)OCCCCCN(C(F)(F)C(F)F)S(=O)(=O)F.c1ccncc1.c1ccncc1
- 2S+1: 1

=====

The following is a quantum chemistry calculation of one molecule with the formula C19H24FN3O4S in a non-equilibrium geometry, from OMol25.

The geometry in XYZ format:
```
52
Properties=species:S:1:pos:R:3
C 3.6891 5.1900 0.3929
O 3.4924 3.8475 0.8104
C 3.4176 2.9374 -0.1768
O 3.5020 3.2272 -1.3482
C 3.2186 1.5967 0.3641
C 3.0880 1.2215 1.6954
C 2.9161 -0.1608 1.7148
C 2.9554 -0.5924 0.4011
S 2.6269 -2.2725 -0.1002
O 3.0740 -3.1241 0.9567
O 3.1265 -2.4991 -1.4256
N 0.9701 -2.3699 -0.1571
C 0.3346 -1.6730 -1.2529
C -0.8800 -2.4529 -1.7611
C -2.1712 -2.1283 -1.0054
N -1.9546 -1.8368 0.3986
C -3.1982 -1.4965 1.0624
C -3.6989 -0.1542 0.5944
C -5.0251 0.0398 0.2346
C -5.4728 1.2827 -0.1791
C -4.5709 2.3280 -0.2339
F -4.9976 3.5430 -0.6399
C -3.2416 2.1643 0.1142
C -2.8155 0.9180 0.5311
C -1.1191 -2.8010 1.0887
C 0.3269 -2.2934 1.1311
N 3.1315 0.4728 -0.4132
C 3.2585 0.4422 -1.8457
H 4.6366 5.2875 -0.1412
H 2.8804 5.5056 -0.2697
H 3.6983 5.7901 1.2988
H 3.1158 1.8875 2.5334
H 2.8029 -0.7981 2.5675
H 1.0838 -1.6227 -2.0432
H 0.0362 -0.6580 -0.9590
H -0.6418 -3.5138 -1.6841
H -1.0383 -2.2261 -2.8160
H -2.6312 -1.2353 -1.4402
H -2.8819 -2.9659 -1.1378
H -3.9803 -2.2607 0.9033
H -3.0043 -1.4321 2.1374
H -5.7195 -0.7863 0.2786
H -6.5015 1.4455 -0.4590
H -2.5661 3.0033 0.0590
H -1.7844 0.7598 0.8070
H -1.4585 -2.9086 2.1215
H -1.1489 -3.7914 0.6200
H 0.3135 -1.2561 1.5004
H 0.9264 -2.9069 1.8040
H 2.3797 0.8899 -2.3136
H 3.3730 -0.5896 -2.1702
H 4.1272 1.0261 -2.1488
```

Properties
- HOMO-LUMO gap: 9.40 eV
- Relative energy (zero: lowest compared OMol25 entry of this formula, charge and spin): 20.3 kcal/mol
- M: 409.483 g mol⁻¹
- Net charge: 0
- Structure (SMILES): COC(=O)c1ccc(S(=O)(=O)N2CCCN(Cc3ccc(F)cc3)CC2)n1C
- 2S+1: 1